[1]
{"formula": "C2H6FN", "method": "wB97M-V/def2-TZVPD", "elements": ["C", "C", "N", "F", "H", "H", "H", "H", "H", "H"], "coordinates": [[-0.696, 0.427, 0.649], [0.534, -0.344, 0.432], [0.683, -0.545, -1.195], [1.683, 0.365, 0.691], [-0.680, 1.481, 0.107], [-0.838, 0.655, 1.643], [-1.584, -0.204, 0.321], [0.745, -1.292, 0.786], [1.107, -1.509, -1.233], [1.455, 0.038, -1.503]], "forces_ev_per_a": [[-1.47, 0.93, -2.33], [1.74, 1.66, -6.13], [-0.17, -2.00, 2.52], [0.34, 0.87, 1.24], [0.09, -2.47, 0.69], [-0.30, 0.40, 2.48], [1.12, 0.99, 0.16], [-0.64, -1.92, 1.37], [-0.63, 1.18, -0.33], [-0.07, 0.34, 0.33]], "lowdin_charge": [-0.067, -0.394, 0.021, -0.038, 0.135, 0.033, 0.108, 0.106, 0.056, 0.038], "smiles": "C[C@@H](N)F", "de_lowest_ev": 0.734, "spin_multiplicity": 1, "homo_ev": -9.81, "total_energy_ha": -234.38436}

***

[2]
{"formula": "C2H6FNO", "method": "wB97M-V/def2-TZVPD", "elements": ["C", "C", "N", "O", "F", "H", "H", "H", "H", "H", "H"], "coordinates": [[1.594, 0.244, 0.282], [-1.245, 0.354, -0.255], [0.410, -0.507, 0.509], [-2.317, -0.187, 0.319], [0.441, -1.637, -0.352], [1.563, 1.089, 0.966], [2.435, -0.402, 0.557], [1.739, 0.590, -0.747], [-1.070, 1.372, 0.066], [-1.051, 0.148, -1.303], [-2.498, -1.065, -0.041]], "forces_ev_per_a": [[0.63, -0.65, 0.23], [-2.65, 3.07, -2.71], [2.90, -2.52, 0.94], [-1.36, -1.04, 0.77], [0.35, 0.99, 0.69], [-0.10, 0.07, 0.00], [0.26, 0.20, -0.13], [-0.26, -0.12, -0.02], [0.10, 0.00, 0.17], [0.02, -0.18, -0.01], [0.10, 0.17, 0.06]], "mulliken_spin": [-0.005, 0.881, 0.911, 0.091, 0.041, 0.006, 0.043, 0.024, 0.014, -0.008, 0.003], "s_squared": 2.007, "de_lowest_ev": 0.086, "spin_multiplicity": 3, "homo_ev": [-5.05, -10.84], "total_energy_ha": -309.39676}

***

[3]
{"formula": "C2H6FPS", "method": "wB97M-V/def2-TZVPD", "elements": ["C", "C", "F", "P", "S", "H", "H", "H", "H", "H", "H"], "coordinates": [[1.364, 0.906, -0.956], [-1.268, -1.403, 0.260], [0.581, 2.098, 1.903], [-0.351, 1.385, 0.703], [-0.221, -0.606, 1.496], [0.619, 0.428, -1.582], [1.952, 0.241, -0.460], [1.754, 1.892, -1.388], [-0.879, -2.388, 0.014], [-1.335, -0.732, -0.636], [-2.218, -1.820, 0.644]], "forces_ev_per_a": [[0.65, 2.34, -3.95], [-0.48, -0.66, -0.45], [-0.60, -0.74, -1.55], [-1.24, 0.11, 3.44], [-0.19, 0.91, -0.22], [-0.15, 0.17, 0.07], [1.89, -1.39, 1.45], [-0.50, -1.56, 1.01], [1.04, 0.29, -0.54], [-0.35, -0.93, 0.69], [-0.07, 1.47, 0.05]], "mulliken_spin": [0.863, -0.004, 0.020, 0.892, 0.203, 0.002, 0.019, -0.004, 0.004, -0.001, 0.006], "s_squared": 2.007, "de_lowest_ev": 1.642, "spin_multiplicity": 3, "homo_ev": [-5.72, -9.72], "total_energy_ha": -919.06308}

***

[4]
{"formula": "C2H6IN2O", "method": "wB97M-V/def2-TZVPD", "elements": ["C", "C", "N", "N", "O", "I", "H", "H", "H", "H", "H", "H"], "coordinates": [[-0.098, 0.170, -0.257], [-0.148, 1.217, -1.341], [0.907, -0.618, -0.179], [-0.972, 0.184, 0.761], [0.494, -1.838, 2.072], [0.587, -3.675, 2.126], [0.215, 0.994, -2.400], [0.550, 1.993, -1.230], [-1.056, 1.636, -1.418], [1.834, -0.629, -0.621], [-1.636, 0.907, 0.880], [-0.675, -0.340, 1.608]], "forces_ev_per_a": [[1.66, 1.03, 0.01], [2.39, -1.86, -1.98], [0.29, -1.72, 0.98], [0.68, -1.13, 0.50], [0.37, 0.09, -0.59], [0.01, 0.34, -0.17], [-0.88, -1.01, 1.39], [1.03, 1.20, 1.42], [-3.46, 1.44, -0.26], [-0.97, 0.38, -0.04], [-0.60, 0.60, -0.18], [-0.52, 0.63, -1.08]], "lowdin_charge": [-0.457, 0.015, 0.204, 0.177, -0.836, 1.322, 0.133, 0.080, 0.040, 0.119, 0.115, 0.090], "de_lowest_ev": 5.145, "total_charge": 1, "spin_multiplicity": 1, "homo_ev": [-13.46, -13.46], "total_energy_ha": -561.79237}

***

[5]
{"formula": "C2H6IN2O", "method": "wB97M-V/def2-TZVPD", "elements": ["C", "C", "N", "N", "O", "I", "H", "H", "H", "H", "H", "H"], "coordinates": [[-0.521, -0.963, -0.299], [0.592, 0.295, 0.293], [-0.218, -2.238, -0.076], [0.276, 1.479, -0.423], [-1.506, -0.544, -0.852], [2.687, -0.103, -0.091], [0.280, 0.191, 1.388], [0.594, -2.610, 0.498], [-0.885, -2.901, -0.376], [0.995, 1.767, -1.186], [-0.668, 1.377, -0.956], [-0.009, 2.241, 0.250]], "forces_ev_per_a": [[1.60, 1.75, 0.26], [-0.58, -5.07, 0.61], [2.27, 0.06, 1.57], [-2.48, 2.90, -1.49], [0.27, 0.45, -0.02], [-0.71, -0.13, 0.46], [0.85, 1.20, -1.43], [-1.50, 1.08, -1.21], [-0.77, -0.79, -0.30], [-1.21, -0.35, 1.92], [1.14, -0.76, 0.62], [1.11, -0.34, -1.00]], "lowdin_charge": [-0.500, -0.659, 0.181, 0.043, 0.073, 0.921, 0.127, 0.150, 0.115, 0.166, 0.188, 0.196], "smiles": "NC(=O)[C@H]([NH3+])I", "de_lowest_ev": 0.107, "total_charge": 1, "spin_multiplicity": 1, "homo_ev": -13.94, "total_energy_ha": -561.97754}

***

[6]
{"formula": "C2H6IN2O2", "method": "wB97M-V/def2-TZVPD", "elements": ["C", "C", "N", "N", "O", "O", "I", "H", "H", "H", "H", "H", "H"], "coordinates": [[1.720, -0.213, 0.173], [-0.627, -0.182, 0.196], [2.040, 0.793, 0.872], [-1.192, -0.942, -0.995], [2.038, -1.043, -0.539], [-0.857, 1.114, 0.162], [-2.939, 2.044, 0.254], [-0.731, -0.701, 1.087], [1.516, 1.396, 1.475], [3.035, 0.883, 1.032], [-1.157, -0.340, -1.906], [-2.192, -1.046, -0.750], [-0.655, -1.762, -1.062]], "forces_ev_per_a": [[-4.19, 0.44, -0.16], [1.61, 3.40, -1.41], [2.09, 1.37, 1.36], [-0.85, 3.52, -0.46], [1.30, -1.95, -1.35], [0.42, -1.21, -0.23], [0.13, -0.38, 0.06], [-0.70, -1.37, 1.54], [-1.10, -0.17, -0.19], [0.37, 0.12, -0.10], [0.18, -1.32, 2.03], [0.32, -0.61, -0.50], [0.42, -1.86, -0.59]], "lowdin_charge": [-0.319, -0.358, 0.245, 0.220, 0.228, -0.555, 0.625, 0.105, 0.145, 0.162, 0.223, 0.151, 0.128], "de_lowest_ev": 3.358, "total_charge": 1, "spin_multiplicity": 1, "homo_ev": [-12.31, -12.50], "total_energy_ha": -637.12012}

***

[7]
{"formula": "C2H6INOS", "method": "wB97M-V/def2-TZVPD", "elements": ["C", "C", "N", "O", "S", "I", "H", "H", "H", "H", "H", "H"], "coordinates": [[0.302, 0.629, 0.696], [-0.856, -0.348, 0.530], [1.178, -1.577, -0.824], [-1.205, -2.594, -1.091], [-0.287, -1.446, -1.051], [-0.993, 1.945, -3.801], [-0.176, 1.471, 0.955], [1.096, 0.308, 1.329], [0.709, 0.774, -0.241], [-1.772, -0.017, 0.224], [-0.760, -1.225, 1.108], [1.860, -2.193, -1.251]], "forces_ev_per_a": [[-1.08, -2.66, 0.02], [4.61, -1.84, -1.69], [1.90, 0.11, 0.40], [0.38, 0.33, -0.09], [-2.37, 0.14, 0.00], [0.02, -0.11, 0.10], [-1.00, 3.59, 1.50], [0.18, -0.23, 0.70], [1.05, 0.60, -1.99], [-2.35, 0.85, -0.32], [-0.78, -0.64, 1.41], [-0.57, -0.14, -0.03]], "lowdin_charge": [-0.134, -0.182, -0.255, -0.460, 0.748, 0.000, 0.035, 0.081, 0.023, 0.050, 0.058, 0.037], "de_lowest_ev": 2.229, "spin_multiplicity": 1, "homo_ev": [-10.33, -8.32], "total_energy_ha": -905.53190}

***

[8]
{"formula": "C2H6N2", "method": "wB97M-V/def2-TZVPD", "elements": ["C", "C", "N", "N", "H", "H", "H", "H", "H", "H"], "coordinates": [[-0.415, 0.334, 0.387], [0.102, 0.084, -0.826], [-0.287, -1.106, -1.519], [0.135, 0.612, 1.623], [-1.452, 0.241, 0.490], [1.054, 0.613, -1.329], [-0.546, -1.586, -0.673], [0.533, -1.539, -1.827], [-0.242, 1.501, 2.070], [1.119, 0.845, 1.602]], "forces_ev_per_a": [[-0.09, 0.28, -0.72], [3.68, 1.42, -1.07], [-2.14, 1.44, 0.96], [0.76, 3.49, 1.30], [-1.64, -1.27, 0.09], [-1.76, -1.28, 1.78], [-0.53, -1.34, -0.66], [1.32, -0.72, -0.83], [-0.04, -1.53, -0.54], [0.45, -0.48, -0.32]], "lowdin_charge": [-0.303, -0.224, 0.000, 0.022, 0.088, 0.136, 0.061, 0.043, 0.107, 0.070], "smiles": "N/C=C/N", "de_lowest_ev": 2.848, "spin_multiplicity": 1, "homo_ev": -7.31, "total_energy_ha": -189.22491}